Entry 1:
Formula: C31H21CaN5O2S
Source: OMol25
Level of theory: ωB97M-V/def2-TZVPD

```
61
Properties=species:S:1:pos:R:3
Ca -1.34974 -0.55492 -0.25485
C -1.21292 -5.12505 1.13453
C -1.54467 -3.81249 0.75646
N -0.79894 -2.77855 1.06184
C 0.33791 -2.94833 1.77330
C 0.73155 -4.22795 2.23768
C -0.08069 -5.32292 1.87318
C 1.88478 -4.37109 3.04878
C 2.58109 -3.24281 3.39239
C 2.22852 -1.96648 2.92656
C 1.13005 -1.75712 2.07499
N 0.64930 -0.60514 1.57174
C 1.24913 0.61187 1.63212
C 2.60858 0.92255 1.71826
C 3.07225 2.25137 1.73088
C 2.22136 3.32070 1.67501
C 0.83215 3.07522 1.53989
C -0.12361 4.10875 1.42649
C -1.44465 3.80489 1.25496
C -1.82404 2.45329 1.16116
N -0.95656 1.47487 1.27018
C 0.34972 1.74651 1.48460
H -1.84758 -5.94805 0.83359
H -2.43972 -3.60987 0.17920
H 0.21118 -6.31763 2.19508
H 2.17955 -5.35509 3.39475
H 3.44543 -3.32650 4.04453
H 2.80409 -1.12904 3.27981
H 3.34437 0.13602 1.71211
H 4.14325 2.41945 1.78804
H 2.58557 4.34153 1.69971
H 0.21407 5.13970 1.46381
H -2.19474 4.57875 1.15244
H -2.85714 2.16571 0.98200
C 2.96294 -0.46635 -2.32408
C 2.81542 0.39202 -3.40423
C 1.66485 1.14694 -3.51477
C 0.66385 1.04845 -2.53778
N 0.81505 0.19953 -1.50997
C 1.92409 -0.52833 -1.41180
C -0.59344 1.83631 -2.60400
C -0.60180 3.04209 -3.32046
C -1.76406 3.78694 -3.42356
C -2.92057 3.31627 -2.80706
C -2.88539 2.13014 -2.08277
C -1.73164 1.33744 -1.93530
H 3.84229 -1.08329 -2.19589
H 3.58570 0.45831 -4.16456
H 1.51934 1.79052 -4.37094
H 1.97421 -1.19469 -0.55612
H 0.30657 3.42715 -3.77686
H -1.76647 4.72704 -3.96538
H -3.84225 3.88871 -2.87944
H -3.80137 1.81465 -1.58463
S -1.46277 -4.46245 -3.82923
C -1.34751 -3.23227 -2.74699
N -1.25535 -2.36161 -1.97430
O -4.90832 0.88005 1.19286
C -4.55538 -0.27651 0.93546
O -3.43325 -0.69274 0.52652
H -5.33366 -1.07650 1.05008
```

## Properties
- charge = -2
- DFT total energy (eV) = -73313.5691
- frontier orbital gap (eV) = 6.2647
- highest occupied orbital energy (hartree) = -0.060
- molar mass (g/mol) = 567.687
- relative energy (zero: lowest compared OMol25 entry of this formula, charge and spin) (kcal/mol) = 10.26

***

Entry 2:
Formula: C21H38CsN6S2
Source: OMol25
Level of theory: ωB97M-V/def2-TZVPD

```
68
Properties=species:S:1:pos:R:3
Cs -0.14118 1.40983 -0.72132
C -3.12865 -1.28924 -2.22407
N -1.81336 -1.90216 -2.28398
C -1.69976 -2.76296 -3.44195
C -1.50519 -2.59474 -1.04167
C -0.02123 -2.97002 -0.96353
N 0.50440 -2.81498 0.38456
C 1.95314 -2.89598 0.39232
C -0.07065 -3.77178 1.30552
H -3.94019 -2.04049 -2.22443
H -3.26508 -0.63877 -3.09230
H -3.20127 -0.68899 -1.31349
H -2.43259 -3.59134 -3.41975
H -0.69744 -3.18888 -3.49678
H -1.87194 -2.17837 -4.34811
H -2.14798 -3.48799 -0.92060
H -1.71709 -1.89863 -0.22527
H 0.53543 -2.28502 -1.60816
H 0.14392 -4.00129 -1.33170
H 2.31963 -3.90146 0.11505
H 2.32257 -2.65866 1.39225
H 2.36421 -2.17127 -0.31090
H 0.16171 -4.81692 1.02515
H -1.15419 -3.65404 1.33898
H 0.32207 -3.58900 2.30724
S 2.78556 -0.57075 -2.44643
C 2.51466 0.56610 -3.66884
N 1.22518 0.82744 -4.22934
C 1.42565 1.83049 -5.26473
C 2.51979 2.69864 -4.64193
N 3.31269 1.72094 -3.90052
H 0.75814 -0.01439 -4.52655
H 0.51029 2.39104 -5.46130
H 1.78723 1.39892 -6.21024
H 2.07407 3.46400 -3.99523
H 3.12976 3.19954 -5.39938
H 3.77401 2.07966 -3.07141
N 4.35087 1.49468 -0.46029
C 3.88215 1.70201 0.80035
N 2.65696 1.56475 1.17000
C 2.46227 1.92901 2.47900
C 1.25681 1.84913 3.17943
C 1.21412 2.25623 4.49984
C 2.34980 2.73624 5.14932
C 3.56541 2.80225 4.47632
C 3.60587 2.40134 3.15511
S 4.97256 2.34531 2.06452
H 3.79082 0.80876 -1.01483
H 5.33876 1.29031 -0.50006
H 0.37992 1.44338 2.68554
H 0.27925 2.19244 5.04285
H 2.30033 3.04149 6.18617
H 4.45589 3.15380 4.98197
C -4.43984 1.60821 1.23320
C -3.44915 0.73194 2.01008
C -4.22622 -0.45139 2.62151
C -2.86534 1.56647 3.16437
C -2.35355 0.21573 1.09469
H -5.27871 1.92054 1.86797
H -4.83549 1.05797 0.37736
H -3.93647 2.50396 0.86049
H -5.07030 -0.11105 3.23649
H -3.56368 -1.05349 3.24718
H -4.61582 -1.08955 1.82492
H -3.64297 1.87801 3.87356
H -2.38078 2.46485 2.77142
H -2.11568 0.98549 3.70812
H -1.72412 -0.44727 1.73621
```

## Properties
- charge = -1
- DFT total energy (eV) = -53550.2143
- frontier orbital gap (spin up / spin down) (eV) = 4.7252 / 3.2813
- highest occupied orbital energy (spin up / spin down) (hartree) = -0.105 / -0.049
- molar mass (g/mol) = 571.616
- relative energy (zero: lowest compared OMol25 entry of this formula, charge and spin) (kcal/mol) = 8.30

***

Entry 3:
Formula: C15H17NO3
Source: OMol25
Level of theory: ωB97M-V/def2-TZVPD

```
36
Properties=species:S:1:pos:R:3
O 2.56665 2.82069 0.28776
C 1.86025 1.88808 0.60187
C 0.36109 1.85116 0.36502
C 0.05706 1.05384 -0.90721
C -1.44470 0.85468 -1.08815
O -1.89590 0.02795 -0.03467
C -3.22267 -0.27155 0.04835
C -4.19528 0.15800 -0.84684
C -5.51680 -0.21318 -0.65683
C -5.88330 -1.00743 0.41282
C -4.91328 -1.43724 1.30535
C -3.59495 -1.07438 1.12771
N 2.33823 0.76978 1.19774
C 3.75926 0.52964 1.36309
C 4.25662 -0.48909 0.39054
C 4.51821 -0.40604 -0.94570
C 4.91008 -1.70438 -1.35387
C 4.85314 -2.47883 -0.23791
O 4.45402 -1.75547 0.82190
H 0.00332 2.87482 0.25125
H -0.14634 1.38642 1.21113
H 0.45554 1.57893 -1.77586
H 0.52995 0.07099 -0.85353
H -1.64478 0.37591 -2.05683
H -1.95978 1.82437 -1.05893
H -3.93899 0.77746 -1.69200
H -6.26379 0.12702 -1.35904
H -6.91529 -1.29091 0.55198
H -5.18703 -2.05870 2.14503
H -2.82812 -1.40051 1.81301
H 1.71485 -0.00433 1.36527
H 3.95811 0.18730 2.38250
H 4.24963 1.49076 1.18810
H 4.44438 0.47251 -1.55280
H 5.19512 -2.01212 -2.33877
H 5.06549 -3.51615 -0.07149
```

## Properties
- DFT total energy (eV) = -23463.1135
- frontier orbital gap (eV) = 9.3896
- SMILES = O=C(CCCOc1ccccc1)NCc1ccco1
- highest occupied orbital energy (hartree) = -0.318
- molar mass (g/mol) = 259.305
- relative energy (zero: lowest compared OMol25 entry of this formula, charge and spin) (kcal/mol) = 5.26

***

Entry 4:
Formula: C4H6Cl2S
Source: OMol25
Level of theory: ωB97M-V/def2-TZVPD

```
13
Properties=species:S:1:pos:R:3
C -2.06895 -0.75529 0.10010
C -0.93339 0.00116 0.03562
S -0.74599 1.28101 -1.19121
C -0.43877 0.13498 -2.47976
C 0.19321 -0.37667 1.02913
Cl 1.03016 0.93420 1.68025
Cl 1.23808 -1.59435 0.23771
H -3.13636 -0.53678 -0.45311
H -2.38022 -1.56048 0.83991
H -0.74836 0.66763 -3.43026
H -1.25399 -0.76022 -2.03739
H 0.77906 -0.18396 -2.41701
H -0.39698 -0.92496 1.84128
```

## Properties
- DFT total energy (eV) = -40122.5611
- frontier orbital gap (eV) = 9.1891
- SMILES = C=C(SC)C(Cl)Cl
- highest occupied orbital energy (hartree) = -0.321
- molar mass (g/mol) = 157.065
- relative energy (zero: lowest compared OMol25 entry of this formula, charge and spin) (kcal/mol) = 54.95

***

Entry 5:
Formula: C5H8Cl2N3
Source: OMol25
Level of theory: ωB97M-V/def2-TZVPD

```
18
Properties=species:S:1:pos:R:3
C 0.98101 1.15980 -0.72860
C -1.09383 -0.41386 1.50608
C -0.71737 0.54591 0.79252
C -0.03982 -0.99211 -1.20918
C 0.31834 -2.36937 -1.05274
N -1.40157 -1.40368 2.21645
N -0.04258 1.41585 0.15332
N 0.97727 -0.12093 -1.20074
Cl 0.36340 4.51823 1.06550
Cl -1.64073 -0.45478 -1.48412
H 1.67302 1.95661 -1.06399
H -0.56077 4.07699 1.83352
H 1.36808 -2.47952 -0.84124
H 0.00029 -2.99963 -2.04643
H -0.27854 -2.84561 -0.23218
H -1.70884 -1.29947 3.24249
H -0.06588 2.40318 0.44790
H 1.86854 -0.69758 -1.39856
```

## Properties
- charge = +1
- DFT total energy (eV) = -34818.4006
- frontier orbital gap (spin up / spin down) (eV) = 6.9236 / 6.9740
- highest occupied orbital energy (spin up / spin down) (hartree) = -0.440 / -0.438
- molar mass (g/mol) = 181.046
- relative energy (zero: lowest compared OMol25 entry of this formula, charge and spin) (kcal/mol) = 104.02

***

Entry 6:
Formula: C25H23FN4O3S2W
Source: OMol25
Level of theory: ωB97M-V/def2-TZVPD

```
59
Properties=species:S:1:pos:R:3
W -0.61175 1.30897 -0.64935
C -0.96309 3.09687 2.07711
C -0.41374 2.41237 3.15452
C 0.82796 1.79678 3.03940
C 1.53539 1.87110 1.84620
C 1.01770 2.56887 0.74308
C -0.26789 3.19370 0.85721
H -1.89489 3.63168 2.20673
H -0.92970 2.39934 4.10248
H 1.26985 1.30534 3.89405
H 2.54063 1.47348 1.78913
H 1.73247 2.88991 -0.02306
H -0.53770 4.01330 0.17712
S 0.05114 0.25585 -2.74582
C 0.30746 1.82223 -3.48318
S 0.31306 3.02605 -2.21385
C 0.54997 2.05485 -4.79980
C 0.84095 3.35259 -5.29279
N 1.07035 4.39640 -5.69954
C 0.47657 1.02645 -5.77243
N 0.39576 0.20733 -6.56618
C 3.69728 -1.65302 2.21830
C 3.33073 -2.51553 1.01647
C 1.87636 -2.32725 0.50503
C 1.62740 -3.39981 -0.60455
C 0.24474 -3.33594 -1.23591
C 0.92456 -2.59915 1.65201
O 0.89877 -3.58418 2.31006
N -0.00388 -1.54285 1.97056
C -0.24610 -0.53447 1.13738
O -1.08310 0.41072 1.32719
N 0.42032 -0.39152 -0.00234
C 1.68235 -0.99945 -0.17460
O 2.45407 -0.38825 -0.86736
H 4.72475 -1.87331 2.49967
H 3.06714 -1.87043 3.08017
H 3.64015 -0.59145 1.97948
H 3.45665 -3.56542 1.28250
H 4.00238 -2.29286 0.18730
H 1.77258 -4.38178 -0.15343
H 2.39442 -3.26429 -1.36701
H -0.53435 -3.46400 -0.48697
H 0.15175 -4.14887 -1.95096
H 0.08619 -2.39872 -1.77325
H -0.55237 -1.65907 2.81868
F -4.05128 -1.84850 2.04902
C -3.69717 -0.95524 1.14209
C -3.99392 0.39109 1.36562
C -3.59030 1.33254 0.44573
C -2.91649 0.94190 -0.74297
C -2.39339 1.91055 -1.71364
C -2.64697 -0.44924 -0.95645
C -3.05325 -1.38454 -0.01044
H -4.54967 0.66062 2.24978
H -3.86278 2.37205 0.58642
H -2.77186 2.93488 -1.55858
H -2.56025 1.61706 -2.75734
H -2.33283 -0.81192 -1.93532
H -2.92312 -2.44380 -0.17335
```

## Properties
- charge = +2
- DFT total energy (eV) = -64597.0456
- frontier orbital gap (spin up / spin down) (eV) = 5.2874 / 5.2845
- highest occupied orbital energy (spin up / spin down) (hartree) = -0.546 / -0.546
- molar mass (g/mol) = 694.456
- relative energy (zero: lowest compared OMol25 entry of this formula, charge and spin) (kcal/mol) = 49.11